#one
The following is a quantum chemistry calculation of a structure of composition C29H33IN5O6S2Sn, from OMol25.

Geometry as XYZ:
```
77
C29H33IN5O6S2Sn | OMol25 | ωB97M-V/def2-TZVPD
Sn -0.321 0.152 0.163
C -0.243 2.632 5.163
S 0.607 1.048 5.116
C 0.755 0.707 3.386
S 0.101 1.800 2.228
N 1.373 -0.426 3.206
N 1.556 -0.723 1.879
C 2.047 -1.868 1.619
C 2.274 -2.262 0.222
C 2.647 -3.569 -0.077
C 2.849 -3.918 -1.400
C 2.676 -2.954 -2.378
C 2.295 -1.677 -1.990
N 2.099 -1.331 -0.723
H -0.326 2.878 6.222
H -1.234 2.563 4.721
H 0.328 3.403 4.652
H 2.278 -2.577 2.415
H 2.759 -4.293 0.720
H 3.132 -4.929 -1.663
H 2.825 -3.178 -3.426
H 2.142 -0.894 -2.727
O -0.810 -2.530 4.861
C -1.185 -2.196 3.609
O -0.821 -2.816 2.645
C -2.107 -1.016 3.588
C -2.678 -0.537 4.756
C -3.541 0.547 4.662
C -3.768 1.114 3.424
C -3.110 0.591 2.313
N -2.313 -0.467 2.392
C -3.278 1.288 0.960
O -4.211 2.073 0.855
O -2.425 0.986 0.056
H -0.168 -3.246 4.761
H -2.444 -0.998 5.703
H -4.016 0.946 5.550
H -4.420 1.962 3.276
N -2.764 -3.608 -2.343
C -1.936 -3.206 -1.346
O -0.727 -3.299 -1.420
C -2.552 -2.576 -0.115
I -4.515 -3.231 0.433
H -2.339 -3.844 -3.223
H -3.749 -3.415 -2.306
H -2.649 -1.500 -0.260
H -1.912 -2.756 0.741
C 3.354 1.647 0.165
C 3.053 2.614 -0.979
C 2.290 3.843 -0.481
C 2.396 1.949 -2.178
C 3.186 1.716 -3.296
C 2.662 1.202 -4.473
C 1.298 0.982 -4.539
C 0.458 1.191 -3.448
C -1.036 1.014 -3.687
C -1.880 2.194 -3.202
C -1.597 -0.315 -3.180
C 1.021 1.602 -2.215
O 0.272 1.719 -1.118
H 3.921 2.158 0.949
H 3.934 0.792 -0.185
H 2.441 1.266 0.615
H 4.018 2.975 -1.353
H 1.316 3.565 -0.083
H 2.137 4.559 -1.292
H 2.860 4.338 0.310
H 4.242 1.962 -3.240
H 3.296 1.026 -5.333
H 0.854 0.649 -5.473
H -1.130 0.982 -4.779
H -1.869 2.275 -2.118
H -2.918 2.062 -3.520
H -1.509 3.130 -3.626
H -1.636 -0.344 -2.091
H -0.993 -1.160 -3.518
H -2.623 -0.448 -3.535
```

Computed properties:
Net charge = -1

#two
The following is a quantum chemistry calculation of a structure of composition C29H33IN5O6S2Sn, from OMol25.

Geometry as XYZ:
```
77
C29H33IN5O6S2Sn | OMol25 | ωB97M-V/def2-TZVPD
Sn -0.491 0.586 0.992
C -4.975 4.647 1.114
S -4.078 4.387 2.656
C -2.955 3.042 2.295
S -2.606 2.555 0.704
N -2.468 2.606 3.421
N -1.604 1.552 3.298
C -0.978 1.278 4.371
C -0.084 0.122 4.452
C 0.375 -0.300 5.698
C 1.159 -1.437 5.777
C 1.467 -2.117 4.610
C 0.988 -1.615 3.408
N 0.238 -0.522 3.324
H -5.042 5.717 0.924
H -4.423 4.166 0.307
H -5.974 4.221 1.186
H -1.129 1.885 5.263
H 0.100 0.258 6.583
H 1.522 -1.788 6.735
H 2.068 -3.016 4.620
H 1.216 -2.090 2.459
O 1.032 0.754 -3.891
C 0.384 0.963 -2.725
O -0.309 0.133 -2.209
C 0.661 2.307 -2.125
C 1.009 3.411 -2.883
C 1.293 4.595 -2.208
C 1.275 4.601 -0.827
C 0.930 3.430 -0.158
N 0.590 2.324 -0.799
C 1.024 3.337 1.363
O 1.433 4.310 1.974
O 0.704 2.197 1.841
H 0.957 -0.200 -4.065
H 1.059 3.339 -3.959
H 1.554 5.488 -2.761
H 1.527 5.471 -0.238
N -2.637 -1.391 -3.063
C -3.046 -0.191 -2.581
O -3.098 0.087 -1.403
C -3.429 0.875 -3.593
I -4.648 0.205 -5.217
H -2.071 -1.948 -2.436
H -2.418 -1.474 -4.041
H -2.530 1.288 -4.046
H -3.977 1.654 -3.078
C -0.149 -4.708 0.375
C -0.847 -3.613 -0.446
C -1.729 -2.779 0.486
C 0.201 -2.898 -1.288
C 0.329 -3.262 -2.620
C 1.396 -2.832 -3.404
C 2.409 -2.114 -2.779
C 2.327 -1.715 -1.450
C 3.531 -1.034 -0.823
C 3.983 -1.731 0.463
C 3.332 0.459 -0.571
C 1.139 -1.988 -0.709
O 0.902 -1.456 0.452
H -0.856 -5.211 1.040
H 0.637 -4.258 0.986
H 0.311 -5.454 -0.275
H -1.511 -4.118 -1.159
H -1.168 -2.471 1.368
H -2.580 -3.383 0.815
H -2.122 -1.878 0.014
H -0.414 -3.929 -3.052
H 1.482 -3.132 -4.441
H 3.311 -1.869 -3.335
H 4.345 -1.136 -1.550
H 3.188 -1.690 1.205
H 4.868 -1.237 0.872
H 4.229 -2.778 0.271
H 2.509 0.628 0.122
H 3.119 0.989 -1.502
H 4.234 0.899 -0.134
```

Computed properties:
Net charge = -1

What is the least stable structure shown above? It is #two.